Record 1
One molecule with the formula C12H14 in a non-equilibrium geometry. Source: the OMol25 dataset; level of theory: ωB97M-V with the def2-TZVPD basis set.

## Properties
Relative energy (zero: lowest compared OMol25 entry of this formula, charge and spin), kJ/mol: 677.68
Gap between HOMO and LUMO (spin up / spin down), eV: 7.343 / 7.349
Total charge: 0

Structure (XYZ):
```
26
Properties=species:S:1:pos:R:3:forces:R:3
C 0.296014 -1.009925 0.247323 0.648 -0.460 2.091
C -0.312865 0.235932 -0.425844 -0.456 0.001 -0.705
C 0.692086 1.378846 -0.357009 1.174 1.737 -0.381
C 2.007829 0.615932 -0.227229 -1.325 -0.195 -1.662
C -2.595907 -0.334119 0.579706 -3.206 0.501 0.274
C -1.337672 0.410085 0.663378 -0.793 -0.276 0.971
C 0.808067 0.208412 1.921601 0.533 1.472 -0.417
C -0.434943 -0.438874 1.639189 1.560 -0.310 -2.911
C 0.636029 2.394898 0.882143 0.669 -0.626 -2.092
C 0.011582 -2.389266 -0.323380 1.552 1.152 -1.608
C 1.630840 -0.449945 0.746476 -0.909 0.015 0.644
C 0.646761 1.540126 2.060469 -0.368 -0.272 1.520
H -1.041205 -2.317065 -0.431175 -1.036 -0.695 -0.603
H 1.549601 3.037561 0.825708 -0.519 -0.442 0.160
H -0.204962 3.109691 0.813126 0.225 -0.356 0.392
H -3.488269 0.110173 0.129890 0.498 0.646 -1.061
H 0.238960 -3.235830 0.338559 0.281 0.379 -0.349
H 2.176536 0.247440 -1.265312 0.342 -0.445 0.830
H 0.518178 -2.436779 -1.399707 -1.031 -0.358 2.236
H 2.810135 1.219995 0.044051 1.543 1.064 0.553
H -1.494140 1.439249 0.958938 -0.448 0.138 -0.001
H -0.581615 0.080246 -1.491397 -0.502 0.049 0.652
H -2.639103 -1.344951 0.230653 0.641 -0.625 -0.001
H -3.002005 -0.287383 1.572273 -0.009 -0.728 0.968
H 0.685868 1.929655 -1.307648 -0.084 0.121 0.276
H 2.439845 -0.999019 1.117010 1.018 -1.488 0.223
```
Forces are in eV/Å.

Record 2
C49H49F2FeN2O5S2Se as an isolated structure in a non-equilibrium geometry. Source: the OMol25 dataset; level of theory: ωB97M-V with the def2-TZVPD basis set.

## Properties
2S+1: 5
Relative energy (zero: lowest compared OMol25 entry of this formula, charge and spin), kJ/mol: 0.00
Expectation value of S²: 6.008
Gap between HOMO and LUMO (spin up / spin down), eV: 6.912 / 7.037
Total charge: +1

Structure (XYZ):
```
111
Properties=species:S:1:pos:R:3:forces:R:3
Se 3.281869 1.187416 -1.804215 -0.196 -0.297 0.100
Fe 2.070956 0.326840 0.750510 -0.497 0.884 0.164
S -0.366807 -2.585367 0.577564 0.852 0.534 -1.085
S -0.841300 0.750144 0.097648 2.165 1.584 -0.530
F 2.750404 2.495900 1.428093 1.209 1.193 -0.522
F 0.634379 3.002863 1.733617 -0.718 1.015 -0.021
O 0.483016 1.455928 -0.392732 -1.645 -1.512 0.699
O 3.673254 -1.381008 0.228874 0.970 -0.610 0.942
O 3.998648 0.195729 2.478799 0.826 -0.937 0.387
O 0.468817 -1.472150 -0.101805 -0.653 -1.478 0.600
O 1.760173 -0.978787 3.169276 -0.527 0.156 1.261
N 4.931591 3.405758 -2.588813 -0.026 -0.218 0.970
N 4.889824 3.055844 -0.388225 0.429 0.337 -0.600
C -4.701282 -2.790751 -3.586924 0.280 0.504 0.323
C -1.167375 -3.861404 -1.820320 0.431 -0.933 0.120
C -3.824547 -2.142325 2.542921 0.756 -0.458 -0.280
C 3.747324 0.189550 3.914882 1.468 0.198 -0.720
C -1.571730 0.248868 -1.421388 -0.866 -0.695 -0.483
C -2.510503 1.704780 1.923681 -0.274 0.324 -0.272
C 0.422774 -1.372516 3.564737 0.425 0.028 -0.211
C -1.905156 0.396740 -3.807389 0.482 0.396 0.825
C -4.909104 0.165088 -0.197982 -0.533 0.027 0.058
C -3.413107 2.604229 2.486064 0.021 0.222 -0.156
C -3.167669 -1.254346 -2.490339 0.479 -0.025 -0.206
C -2.864266 -0.647830 -3.757803 -0.015 -0.101 1.009
C -1.992586 1.966634 0.653485 -0.066 0.064 0.108
C -1.445006 -6.305941 -1.847082 0.044 0.623 0.573
C -3.807459 3.768702 1.805299 0.573 -0.411 -0.297
C -4.074965 -2.344559 -2.435027 -0.319 -0.214 -0.486
C -0.476354 -5.215454 0.106602 -0.082 0.281 -0.315
C -1.951766 -7.552230 -2.533786 -0.019 -0.266 -0.304
C -4.598985 -1.215055 1.815277 0.464 0.373 -0.772
C -4.425801 -2.164971 -4.828559 0.315 0.561 -0.017
C -1.585664 -5.035638 -2.460605 0.180 -0.207 0.385
C -2.363946 3.093410 -0.074359 -0.557 0.120 0.323
C 5.027236 -0.934188 0.629896 -1.028 -0.052 -0.986
C -6.501289 0.293404 1.639036 0.584 -0.483 0.335
C -4.129584 -0.795998 0.515502 -0.065 -0.004 0.500
C -0.842034 -6.377363 -0.567726 -0.358 0.158 -0.685
C -2.598247 -2.560703 2.051557 -0.464 0.036 0.806
C -2.479244 -0.782942 -1.321193 0.260 0.586 -0.801
C -6.054868 0.700891 0.357917 0.506 -0.370 -0.198
C -2.856074 -1.250960 0.014657 -0.532 -0.923 1.351
C -4.738754 4.773817 2.434852 -0.272 0.504 -0.069
C 5.751622 4.139242 -0.595074 -0.203 -0.028 -0.778
C 6.545729 5.384391 -2.549624 -0.247 -0.134 0.174
C -3.280061 3.973095 0.515503 0.238 0.063 -0.305
C 4.404591 2.602752 -1.565531 0.443 0.792 -1.131
C 6.447759 4.934321 0.297043 0.285 0.376 -0.253
C 7.226006 5.964164 -0.263695 -0.109 -0.292 0.025
C -0.661571 -3.970736 -0.519219 0.041 -0.220 0.132
C -3.525344 -1.112162 -4.907319 -0.583 -0.685 -0.452
C 3.420316 -2.765055 0.679850 -0.012 0.734 -0.367
C -2.082012 -2.078533 0.840595 -0.640 0.806 -0.958
C 5.786687 4.353105 -1.997259 -0.122 -0.034 0.509
C 2.331535 -0.188728 4.234631 -1.057 -0.236 0.303
C 5.107087 -0.703294 2.101838 -0.460 0.770 1.037
C 1.567252 2.122660 2.087898 0.518 -2.827 1.098
C 7.264262 6.180469 -1.649123 -0.060 -0.189 0.052
C -5.781533 -0.650615 2.351328 -0.448 0.340 -0.389
C 4.681448 3.294198 -4.047903 -0.041 -0.416 0.681
C -1.259872 0.838107 -2.660589 -0.045 -0.151 -0.833
H 6.069701 -0.197371 2.350045 -0.520 -0.429 -0.107
H -0.044860 -5.270411 1.111768 -0.184 0.057 -0.377
H 6.537836 5.563951 -3.630361 0.144 -0.018 0.499
H -6.619517 1.432258 -0.215700 0.055 -0.117 0.176
H 4.427612 4.266820 -4.491387 0.073 -0.212 0.400
H -1.652653 -8.451982 -1.966326 -0.234 0.398 -0.314
H 3.838351 2.602819 -4.166491 0.242 0.225 -0.038
H 4.639860 2.650909 0.503392 -0.200 0.087 -0.145
H -4.263858 -2.846689 -1.483066 0.015 0.242 -0.269
H -1.121066 -2.908687 -2.331123 -0.367 -0.014 0.040
H -0.675025 -7.346754 -0.098254 -0.104 0.212 -0.132
H 0.105371 -2.117014 2.829638 0.045 0.308 0.406
H 5.225115 -0.001297 0.078514 -0.340 -0.342 0.090
H 0.423956 -1.846999 4.565499 0.065 0.290 -0.370
H 1.794759 2.260844 3.184806 -0.243 0.249 -0.910
H -1.987632 3.260966 -1.092444 -0.093 -0.013 0.573
H -5.439046 -3.588891 -3.537275 0.248 0.071 -0.009
H -3.792583 2.395838 3.480754 -0.094 0.089 -0.060
H -0.266273 -0.504311 3.557476 0.350 -0.313 0.013
H -5.623561 4.968628 1.784297 0.590 -0.182 0.448
H -4.939720 -2.494551 -5.729998 0.121 0.019 0.214
H -3.059338 -7.551726 -2.653506 0.717 0.076 0.234
H 3.087910 -2.764956 1.734475 0.160 -0.038 -0.472
H -3.311700 -0.630167 -5.867364 -0.106 -0.229 0.342
H -4.238362 5.763985 2.592085 -0.321 -0.866 -0.110
H -1.533621 -7.635366 -3.555719 -0.150 0.030 0.496
H -5.093303 4.400976 3.408554 0.081 0.239 -0.356
H 7.881684 6.995607 -2.016434 -0.140 -0.157 -0.045
H -1.995192 -3.273662 2.618432 -0.182 0.239 -0.023
H 3.964889 1.197295 4.312904 -0.088 -0.355 -0.211
H 5.036060 -1.651649 2.672710 -0.045 0.498 -0.216
H -3.569845 4.857158 -0.059524 -0.005 -0.218 0.279
H 4.474098 -0.501325 4.393518 -0.481 0.299 -0.306
H 2.344467 -0.783512 5.179917 -0.154 0.294 -0.571
H -1.672359 0.849831 -4.768237 -0.014 -0.068 0.149
H 5.560345 2.880260 -4.566809 -0.251 0.142 0.303
H -0.480471 1.598294 -2.695504 -0.205 -0.121 -0.010
H -2.046249 -4.992784 -3.451295 0.258 0.107 0.258
H 4.332948 -3.377246 0.546866 -0.407 0.348 0.096
H -4.177528 -2.523203 3.501302 0.041 0.122 -0.230
H 7.840278 6.610143 0.368424 -0.351 -0.258 -0.103
H 5.769040 -1.675499 0.296263 -0.234 0.113 0.163
H 6.368235 4.762752 1.372054 0.154 0.127 -0.327
H -4.631488 0.464767 -1.213214 0.041 -0.043 0.505
H 1.716685 0.722951 4.431337 0.245 -0.769 -0.306
H -7.400462 0.726920 2.061166 0.055 -0.049 -0.028
H -6.094643 -0.999556 3.334864 -0.073 0.198 -0.205
H 2.628725 -3.156287 0.021340 0.301 0.219 0.341
H -2.256264 0.780493 2.449806 0.081 0.330 -0.145
```
Forces are in eV/Å.

Record 3
A 2-piece molecular cluster, C4H13NP overall in a non-equilibrium geometry. Source: the OMol25 dataset; level of theory: ωB97M-V with the def2-TZVPD basis set.

## Properties
Relative energy (zero: lowest compared OMol25 entry of this formula, charge and spin), kJ/mol: 474.84
Gap between HOMO and LUMO (spin up / spin down), eV: 7.718 / 6.733
Total charge: +1

Structure (XYZ):
```
19
Properties=species:S:1:pos:R:3:forces:R:3
P -1.797575 0.789793 0.899367 0.308 -1.255 2.195
N -0.842826 -0.481811 0.117445 1.868 2.539 3.212
C 1.537258 0.394886 0.526132 -1.412 0.855 0.577
C -0.838948 -1.660797 0.927529 -0.177 -2.175 -1.811
C -0.882281 -0.569105 -1.256627 -1.383 2.415 -2.032
C 1.763871 1.264792 -0.612807 -0.552 0.280 0.867
H -0.808634 -1.305407 1.943674 0.224 -0.783 0.555
H 0.048049 -0.937316 -1.481107 2.030 -1.418 -1.645
H -0.684377 1.240908 1.778031 -1.209 -0.183 -0.527
H 2.733141 1.728507 -0.610364 1.271 -0.783 -0.491
H -1.508036 1.634715 -0.068588 0.432 1.939 -1.652
H 2.191592 -0.469811 0.666593 -0.545 0.027 0.076
H -0.069920 -2.451527 0.583414 -0.750 1.543 0.930
H 1.201275 2.169495 -0.642601 -1.271 0.390 0.346
H 0.904887 0.830030 1.311915 0.778 -0.783 0.069
H -1.797315 -2.135039 0.646273 0.056 -0.272 0.947
H 1.470650 0.651440 -1.429753 0.653 -0.374 -1.619
H -0.927477 0.506410 -1.686434 -0.201 -1.961 0.353
H -1.693329 -1.200159 -1.612092 -0.121 0.000 -0.348
```
Forces are in eV/Å.